Here is a cluster of 13 separate species, C25H76N6O13 in total at a distorted geometry from the OMol25 dataset. Energies are from ωB97M-V/def2-TZVPD.

Element x y z (Å)
C  7.9025  -22.8602  15.5991
O  7.7256  -22.0809  14.4476
H  7.0553  -22.7386  16.2167
H  8.6805  -22.6773  16.2738
H  7.9265  -23.9327  15.3961
H  8.6037  -22.0454  14.0323
C  12.0134  -17.8674  11.7553
O  13.0617  -17.6139  10.9297
H  12.2988  -18.0495  12.7608
H  11.5318  -18.8652  11.3990
H  11.3447  -17.0154  11.5848
H  13.2346  -16.6698  10.9468
C  12.5833  -18.0940  18.6659
O  11.8076  -18.1590  17.4432
H  12.8038  -17.0437  18.7906
H  13.5466  -18.5957  18.5905
H  12.0046  -18.5601  19.4878
H  11.8024  -17.3055  16.9396
C  14.4038  -18.0641  15.1456
O  14.0024  -16.9444  14.3063
H  14.5099  -17.7133  16.1419
H  15.3497  -18.3180  14.6935
H  13.6262  -18.8138  15.0875
H  14.8291  -16.4647  14.0050
C  6.3887  -16.7974  13.0768
O  5.4223  -17.6781  12.8361
N  6.3369  -15.5397  12.7949
N  7.4629  -17.1011  13.7438
H  5.5623  -15.2161  12.2024
H  7.1020  -14.9154  12.8542
H  7.2870  -18.0437  14.2976
H  8.4458  -16.7287  13.6841
C  5.5296  -19.2644  15.3054
O  4.5227  -20.1465  14.9723
N  5.3158  -18.0346  15.7669
N  6.7997  -19.5725  15.3299
H  4.3326  -17.6104  15.8044
H  6.0688  -17.3685  16.0877
H  7.0993  -20.5229  15.1199
H  7.5715  -19.0396  15.8221
C  10.7025  -16.1022  15.4221
O  10.1470  -16.7995  14.3059
N  11.9406  -16.1093  15.6907
N  9.9879  -15.4262  16.2907
H  12.6218  -16.5214  15.0694
H  12.2822  -15.2703  16.1411
H  9.0112  -15.4546  16.2131
H  10.4418  -15.0297  17.1345
C  7.4477  -18.3100  18.8567
C  8.7466  -18.8624  18.1598
C  8.8958  -20.3292  18.2713
O  8.8481  -18.6822  16.9286
H  7.6297  -17.2789  19.0727
H  7.2582  -18.8101  19.7848
H  6.5617  -18.3605  18.2392
H  9.5815  -18.3147  18.5917
H  9.1035  -20.5817  19.2056
H  9.7826  -20.6758  17.8081
H  8.0013  -20.9077  17.9184
H  9.6338  -18.1598  16.7241
C  15.0178  -22.0574  10.4417
C  14.3903  -20.8104  11.0223
C  14.6163  -20.6421  12.5502
O  14.8217  -19.7292  10.5372
H  16.0649  -22.1230  10.4775
H  14.7544  -22.0041  9.3275
H  14.5765  -22.9775  10.8916
H  13.3357  -20.8121  10.7855
H  14.0726  -19.7613  12.8830
H  15.6106  -20.4426  12.9225
H  14.2845  -21.5575  13.1434
H  14.1751  -18.9980  10.7716
C  11.3922  -23.6167  11.3794
C  11.1754  -22.7659  10.1115
C  10.3698  -23.4000  8.9993
O  10.6753  -21.6508  10.3244
H  10.4568  -24.0236  11.8534
H  11.9130  -22.9484  12.0274
H  12.0697  -24.2939  11.0010
H  12.1681  -22.4589  9.7318
H  9.3090  -23.3352  9.0988
H  10.6795  -24.4526  8.7209
H  10.4676  -22.8637  8.0776
H  10.9948  -21.1007  9.6226
C  8.7948  -15.7732  10.3218
C  8.8776  -17.1063  9.5576
C  8.7782  -18.2233  10.5422
O  8.1506  -17.3275  8.5851
H  7.8474  -15.4107  10.6095
H  9.2665  -14.9288  9.8698
H  9.1157  -15.7955  11.3638
H  9.8316  -17.1128  9.1331
H  7.8472  -18.2297  11.0282
H  9.5634  -18.3904  11.3100
H  8.8110  -19.2049  10.0445
H  7.5807  -16.6203  8.4731
C  8.0475  -25.1424  11.7376
C  7.3288  -23.8061  11.6943
C  6.5459  -23.8325  10.3916
O  6.4540  -23.5962  12.6321
H  8.6259  -25.2152  12.6873
H  8.7215  -25.2939  10.9075
H  7.4494  -26.0379  11.8350
H  8.0875  -23.0051  11.7187
H  5.8303  -23.0162  10.4158
H  6.0804  -24.7833  10.2514
H  7.1577  -23.7315  9.4986
H  6.8849  -22.9604  13.2031
C  10.2727  -19.8080  14.3988
C  10.8435  -21.0140  13.7382
C  11.4393  -21.9935  14.7604
O  10.0167  -21.6221  13.0250
H  9.9863  -19.0615  13.6154
H  10.9530  -19.2343  15.0647
H  9.3096  -20.0561  14.8493
H  11.7147  -20.6102  13.0518
H  10.7747  -21.8644  15.6034
H  12.4868  -21.6462  15.0406
H  11.3282  -22.9728  14.3846
H  10.3358  -21.4953  12.1389

Cartesian forces (eV/Å) of the 2 atoms listed first:
-1.52 -1.81 -0.07
1.19 0.03 0.24

Computed properties:
HOMO level = -7.84 eV
E_tot = -62705.5132 eV
orbital gap = 7.14 eV
charge = 0